No. 1
DFT (ωB97M-V with the def2-TZVPD basis set) results for C19H16AsN2O4Pd as an isolated structure.

Output
Total charge: -1
Gap between HOMO and LUMO, Ha: 0.2518
Multiplicity: 1
Molecular weight, g/mol: 517.69
Highest occupied orbital energy, eV: -4.0

Each line ends with the Mulliken charge.
CARTESIAN COORDINATES (ANGSTROEM)
Pd1 0.8937 2.4454 -1.8988  0.525
N1 2.0854 3.4700 -0.4252  -0.502
N2 1.1992 4.2345 0.3702  -0.195
C1 0.0038 4.7004 -0.2698  0.776
O1 -0.5704 5.6194 0.3115  -0.758
O2 -0.3401 4.0836 -1.3224  -0.715
H1 2.5657 2.7911 0.1550  0.228
H2 2.7618 4.0469 -0.9192  0.266
H3 1.6334 4.9706 0.9107  0.252
O3 1.6492 0.8869 -2.7807  -0.494
O4 0.4104 1.1663 -3.3355  -0.520
C2 0.6046 -3.3679 3.6644  -0.387
C3 1.8029 -3.2346 2.9751  -0.591
C4 1.9443 -2.2373 2.0196  -0.363
C5 0.8954 -1.3691 1.7208  0.227
C6 -0.2979 -1.5050 2.4242  0.026
C7 -0.4410 -2.4977 3.3879  -0.710
As1 1.2160 -0.0538 0.2658  0.077
C8 -0.5818 0.6751 0.2063  0.587
C9 -1.0860 1.7116 0.9724  -1.091
C10 -2.3937 2.1336 0.7768  -0.581
C11 -3.1873 1.5064 -0.1768  -0.767
C12 -2.6844 0.4583 -0.9343  -0.473
C13 -1.3738 0.0357 -0.7483  1.060
C14 -0.7074 -1.0659 -1.4773  0.264
C15 -1.2912 -1.8591 -2.4591  -0.623
C16 -0.5623 -2.8806 -3.0456  -0.717
C17 0.7550 -3.1154 -2.6599  -0.564
C18 1.3461 -2.3173 -1.6913  -0.659
C19 0.6125 -1.3009 -1.1034  0.705
H4 0.4884 -4.1425 4.4124  0.355
H5 2.6282 -3.9048 3.1844  0.364
H6 2.8892 -2.1383 1.4944  0.344
H7 -1.1281 -0.8415 2.2152  0.333
H8 -1.3791 -2.5922 3.9220  0.372
H9 -0.4529 2.2309 1.6807  0.392
H10 -2.7758 2.9764 1.3379  0.407
H11 -4.1997 1.8516 -0.3452  0.358
H12 -3.3084 -0.0122 -1.6846  0.346
H13 -2.3095 -1.6723 -2.7776  0.342
H14 -1.0164 -3.4914 -3.8162  0.372
H15 1.3226 -3.9111 -3.1267  0.368
H16 2.3792 -2.4838 -1.4097  0.365

No. 2
DFT (ωB97M-V with the def2-TZVPD basis set) results for C19H16Br2N2O4S3Sn as an isolated structure in a non-equilibrium geometry.

Output
Total charge: 0
Gap between HOMO and LUMO, Ha: 0.2609
Multiplicity: 1
Molecular weight, g/mol: 711.07
Highest occupied orbital energy, eV: -8.0

Each line ends with the Mulliken charge.
CARTESIAN COORDINATES (ANGSTROEM)
Sn1 1.7476 -1.8398 0.0302  0.826
Br1 1.0847 -0.1929 4.8899  -0.149
C1 2.6302 0.0439 3.7982  -0.485
C2 3.6875 0.9329 4.1453  -0.109
C3 4.7022 1.2554 3.3589  -0.436
Br2 5.9250 2.6476 3.9569  -0.218
C4 4.7850 0.6922 2.0483  1.064
C5 5.7793 1.0561 1.0880  -0.489
C6 5.7351 0.4960 -0.2180  -0.886
C7 4.6307 -0.2994 -0.4826  -0.126
N1 3.7920 -0.7190 0.4536  -0.257
C8 3.8592 -0.3037 1.7631  0.328
C9 2.7434 -0.6639 2.5932  0.730
O1 1.8384 -1.4968 2.1182  -0.849
H1 3.5630 1.5547 5.0150  0.396
H2 6.5880 1.7757 1.3291  0.280
H3 6.4320 0.6496 -0.9911  0.455
H4 4.4291 -0.6495 -1.4665  0.411
C10 -2.7898 0.7721 -5.8566  -1.445
C11 -2.2274 0.6146 -4.5102  0.826
C12 -1.3517 1.5863 -3.9357  -0.552
C13 -0.8043 1.4834 -2.6618  -0.720
C14 -0.9938 0.2748 -1.9402  0.095
C15 -1.7837 -0.7225 -2.4966  -0.085
C16 -2.3545 -0.5529 -3.7751  -0.893
S1 -0.3794 0.1630 -0.3033  1.591
O2 -0.6799 -1.2056 0.1544  -0.886
O3 -0.8323 1.3114 0.3883  -0.639
O4 1.1403 0.1649 -0.4027  -0.558
H5 -2.0375 1.1426 -6.6405  0.319
H6 -3.6125 1.4630 -5.6997  0.318
H7 -3.1593 -0.1017 -6.2691  0.412
H8 -1.0986 2.4698 -4.5284  0.330
H9 -0.1865 2.2936 -2.2877  0.413
H10 -1.8482 -1.6865 -1.9202  0.467
H11 -3.0489 -1.2825 -4.0338  0.423
S2 -4.7258 -1.6070 -0.9386  -0.377
C17 -4.5483 -1.3996 0.6766  0.268
N2 -3.3908 -1.4352 1.3997  0.167
C18 -3.5226 -1.3766 2.8378  -0.557
C19 -4.8454 -0.7191 3.1223  -0.611
S3 -5.9278 -1.2265 1.7135  -0.123
H12 -2.5069 -1.5397 0.8077  0.038
H13 -2.7383 -0.9140 3.3979  0.348
H14 -3.6461 -2.3903 3.2383  0.259
H15 -4.7572 0.3461 2.9165  0.288
H16 -5.2954 -0.8650 4.1176  0.396

No. 3
DFT (ωB97M-V with the def2-TZVPD basis set) results for C19H16BrCoN5O4S as an isolated structure in a non-equilibrium geometry.

Output
Expectation value of S²: 3.763
Total charge: -2
Gap between HOMO and LUMO (spin up / spin down), Ha: 0.1390 / 0.1332
Multiplicity: 4
Molecular weight, g/mol: 549.27
Highest occupied orbital energy (spin up / spin down), eV: 0.2 / 0.4

Each line ends with the Mulliken spin population.
CARTESIAN COORDINATES (ANGSTROEM)
Co1 -0.1661 -0.4396 0.5615  2.696
C1 3.4892 1.1030 1.4633  0.001
C2 2.0467 0.7086 1.3300  -0.059
N1 1.7353 -0.2467 0.4719  0.113
N2 2.2761 -1.0810 -0.4630  -0.005
C3 1.3721 -1.7883 -1.0962  0.001
O1 0.0594 -1.9284 -0.9475  0.034
C4 1.9141 -2.7117 -2.1439  -0.002
C5 1.0415 -3.5124 -2.8780  0.000
C6 1.5221 -4.3795 -3.8520  0.002
C7 2.8817 -4.4668 -4.1158  -0.003
C8 3.7607 -3.6658 -3.3919  0.001
C9 3.2823 -2.7992 -2.4226  -0.001
C10 0.9103 1.3954 2.2372  0.004
C11 1.2610 2.3960 3.2058  0.000
C12 0.2990 2.9338 4.0306  -0.002
C13 -1.0219 2.5016 3.9844  0.002
C14 -1.3144 1.4810 3.0417  0.002
N3 -0.4523 0.9668 2.2219  0.042
H1 4.0688 0.5288 0.7413  0.001
H2 3.8458 0.8907 2.4759  0.000
H3 3.6366 2.1691 1.2704  0.001
H4 -0.0167 -3.4292 -2.6762  0.002
H5 0.8210 -4.9869 -4.4147  0.000
H6 3.2533 -5.1421 -4.8793  0.000
H7 4.8270 -3.7155 -3.5896  0.000
H8 3.9543 -2.1688 -1.8561  -0.001
H9 2.2927 2.7154 3.2863  -0.001
H10 0.5911 3.6965 4.7495  0.000
H11 -1.7960 2.9050 4.6233  -0.002
H12 -2.3417 1.1208 2.9637  0.000
O2 -6.1984 2.0646 0.4465  0.000
C15 -4.8811 1.6975 0.4230  0.000
C16 -3.8554 2.6331 0.2886  0.000
C17 -2.5474 2.1847 0.2857  -0.002
N4 -2.2539 0.8969 0.3973  -0.003
C18 -3.2268 0.0506 0.5026  -0.007
Br1 -2.6496 -1.8458 0.6504  0.011
C19 -4.5777 0.3489 0.5399  -0.001
H13 -6.2414 3.0217 0.3537  0.000
H14 -4.0705 3.6917 0.1964  0.000
H15 -1.6785 2.8324 0.1983  0.004
H16 -5.3443 -0.4031 0.6423  -0.001
O3 -0.8500 -0.0414 -4.3363  0.000
S1 0.0212 0.3687 -3.1777  -0.002
N5 -0.2582 -0.0929 -1.8359  0.026
O4 0.5792 1.5419 0.4931  0.152

No. 4
DFT (ωB97M-V with the def2-TZVPD basis set) results for C19H16BrNO3PPd as an isolated structure in a non-equilibrium geometry.

Output
Total charge: -1
Gap between HOMO and LUMO, Ha: 0.2868
Multiplicity: 1
Molecular weight, g/mol: 523.64
Highest occupied orbital energy, eV: -5.2

Each line ends with the Mulliken charge.
CARTESIAN COORDINATES (ANGSTROEM)
Pd1 -0.1829 -2.2470 0.7514  -0.480
O1 -4.5175 -2.2132 -2.3142  -0.526
C1 -3.1490 -2.2536 -2.2641  0.725
C2 -2.3701 -2.2756 -3.4167  -0.429
C3 -0.9984 -2.3106 -3.2459  -0.598
N1 -0.3832 -2.3140 -2.0654  -0.558
C4 -1.1406 -2.3018 -0.9608  0.443
Br1 -1.5381 -4.1092 1.5491  -0.525
C5 -2.5371 -2.2729 -1.0277  -0.259
H1 -4.7893 -2.2784 -3.2352  0.279
H2 -2.8132 -2.2688 -4.4062  0.302
H3 -0.3521 -2.3285 -4.1197  0.339
H4 -3.1286 -2.2865 -0.1240  0.479
O2 2.5820 -1.4198 3.9278  -0.723
C6 1.9925 -1.4833 2.8515  0.269
O3 0.9809 -2.2072 2.5768  -0.569
C7 2.5470 -0.6099 1.7029  -0.731
P1 1.2448 -0.3099 0.4729  0.763
C8 1.8516 1.1421 -0.4797  0.761
C9 1.1232 2.3089 -0.6865  -0.271
C10 1.6696 3.3620 -1.4090  -0.681
C11 2.9468 3.2684 -1.9389  -0.444
C12 3.6800 2.1048 -1.7474  -0.594
C13 3.1325 1.0530 -1.0316  -0.536
C14 -0.0863 0.5212 1.4344  0.679
C15 -1.3203 0.6926 0.8003  -0.253
C16 -2.4172 1.1870 1.4865  -0.839
C17 -2.3041 1.5157 2.8303  -0.480
C18 -1.0797 1.3786 3.4654  -0.698
C19 0.0217 0.8988 2.7704  -0.686
H5 3.3357 -1.1952 1.2229  0.466
H6 2.9926 0.3071 2.0874  0.378
H7 0.1305 2.4108 -0.2718  0.353
H8 1.0888 4.2648 -1.5525  0.380
H9 3.3706 4.0940 -2.4967  0.364
H10 4.6784 2.0130 -2.1566  0.377
H11 3.7125 0.1473 -0.8949  0.308
H12 -1.4257 0.4355 -0.2480  0.715
H13 -3.3674 1.2840 0.9760  0.404
H14 -3.1681 1.8674 3.3805  0.369
H15 -0.9763 1.6340 4.5125  0.382
H16 0.9637 0.7945 3.2945  0.345

No. 5
DFT (ωB97M-V with the def2-TZVPD basis set) results for C19H16CdN4O4S2Te as an isolated structure.

Output
Total charge: -2
Gap between HOMO and LUMO, Ha: 0.1327
Multiplicity: 1
Molecular weight, g/mol: 668.51
Highest occupied orbital energy, eV: 0.1

Each line ends with the Mulliken charge.
CARTESIAN COORDINATES (ANGSTROEM)
Cd1 0.7549 -1.1970 1.7010  0.754
N1 4.5984 1.8009 0.0114  -0.025
C1 5.5637 0.8600 0.3100  0.612
C2 6.9537 0.8877 0.2889  -1.083
C3 7.5990 -0.2769 0.6714  -0.286
C4 6.8858 -1.4221 1.0622  -0.549
C5 5.5037 -1.4478 1.0819  -0.489
C6 4.8423 -0.2852 0.6930  0.439
N2 3.4880 -0.0360 0.6251  -0.337
C7 3.3806 1.1940 0.2346  0.219
C8 2.0845 1.8419 0.0598  -0.222
C9 1.8290 3.1022 -0.3827  -0.348
S1 0.1380 3.3775 -0.3831  -0.244
C10 -0.1084 1.7790 0.2074  -0.146
N3 0.9749 1.1043 0.3887  0.297
H1 4.7518 2.7565 -0.2508  0.183
H2 7.5136 1.7679 -0.0045  0.337
H3 8.6825 -0.3002 0.6735  0.347
H4 7.4381 -2.3037 1.3635  0.378
H5 4.9130 -2.3025 1.4014  0.131
H6 2.5291 3.8609 -0.6918  0.355
H7 -1.0772 1.3441 0.4286  0.302
C11 -6.6278 0.2871 -3.3792  -1.410
C12 -5.4995 -0.2117 -2.5138  0.979
C13 -4.8536 0.6301 -1.6202  -0.919
C14 -3.8308 0.1570 -0.8021  0.124
C15 -3.4402 -1.1676 -0.8688  0.167
C16 -4.0858 -2.0228 -1.7566  -0.801
C17 -5.0973 -1.5473 -2.5711  -0.688
S2 -2.1035 -1.8258 0.1520  1.159
O1 -1.0707 -2.0931 -0.8292  -0.687
O2 -2.7198 -2.9628 0.8056  -0.714
N4 -1.6220 -0.6740 1.0823  -0.047
C18 -2.3170 -0.4263 2.3370  -0.583
C19 -1.4376 0.4064 3.2977  0.506
O3 -2.0382 1.0880 4.1414  -0.787
O4 -0.1827 0.3241 3.1488  -0.737
H8 -6.5906 1.3720 -3.4862  0.345
H9 -7.5991 0.0303 -2.9475  0.269
H10 -6.5864 -0.1548 -4.3766  0.358
H11 -5.1513 1.6721 -1.5573  0.292
H12 -3.3348 0.8171 -0.1019  0.204
H13 -3.7778 -3.0600 -1.7951  0.356
H14 -5.5895 -2.2199 -3.2672  0.315
H15 -2.6026 -1.3562 2.8411  0.453
H16 -3.2358 0.1566 2.1923  0.204
Te1 2.1553 -3.3238 2.3849  -0.979

No. 6
DFT (ωB97M-V with the def2-TZVPD basis set) results for C19H16CrN3O4Se as an isolated structure in a non-equilibrium geometry.

Output
Total charge: +1
Gap between HOMO and LUMO (spin up / spin down), Ha: 0.1556 / 0.1549
Multiplicity: 1
Molecular weight, g/mol: 481.31
Highest occupied orbital energy (spin up / spin down), eV: -9.9 / -9.9

Each line ends with the Mulliken charge.
CARTESIAN COORDINATES (ANGSTROEM)
Cr1 0.8275 -0.0538 -0.5011  0.768
O1 0.7402 -5.6942 -4.0475  -0.653
C1 -0.3456 -5.2783 -3.6573  0.496
O2 -1.5217 -5.6297 -3.6357  -0.665
C2 -0.1946 -3.7193 -3.1156  0.162
C3 -1.2725 -3.1012 -2.4934  -0.740
C4 -1.0799 -1.8878 -1.8674  -0.136
N1 0.1296 -1.2992 -1.8512  0.151
C5 1.1695 -1.8865 -2.5019  0.381
C6 1.0573 -3.1061 -3.1219  -0.514
C7 2.4538 -1.0952 -2.3707  0.447
O3 3.4935 -1.4017 -2.8583  -0.487
O4 2.2298 -0.0365 -1.5717  -0.767
H1 -2.2426 -3.5803 -2.5063  0.507
H2 -1.8827 -1.3468 -1.3781  0.488
H3 1.9078 -3.5784 -3.5960  0.602
C8 3.1972 -0.2155 3.7997  -0.873
N2 1.7960 0.0242 4.1211  0.167
C9 1.3036 0.5294 5.2977  -0.340
C10 -0.0413 0.6189 5.1662  -0.334
N3 -0.3571 0.1648 3.9101  0.166
C11 -1.6861 0.1002 3.3251  -0.719
C12 0.7730 -0.1853 3.2774  -0.043
Se1 0.9235 -1.0691 1.6235  -0.220
H4 3.7982 -0.0989 4.6963  0.307
H5 3.5354 0.4942 3.0471  0.346
H6 3.3212 -1.2243 3.4141  0.363
H7 1.9339 0.7742 6.1342  0.439
H8 -0.7880 0.9547 5.8639  0.445
H9 -2.4292 0.2063 4.1094  0.308
H10 -1.8210 -0.8575 2.8275  0.343
H11 -1.8134 0.8968 2.5935  0.209
C13 -0.2983 1.2930 -0.5874  0.259
C14 -0.8935 2.3970 -1.1621  0.362
C15 -1.6490 3.3696 -0.4657  -0.292
C16 -2.1794 4.4372 -1.1456  -0.686
C17 -1.9780 4.5627 -2.5219  -0.304
C18 -1.2400 3.6157 -3.2297  -0.745
C19 -0.7038 2.5379 -2.5677  -0.264
H12 -1.7987 3.2632 0.6006  0.410
H13 -2.7579 5.1833 -0.6189  0.414
H14 -2.3993 5.4076 -3.0506  0.417
H15 -1.0917 3.7290 -4.2946  0.422
H16 -0.1257 1.7858 -3.0891  0.404

Relative energy (zero: lowest compared OMol25 entry of this formula, charge and spin), record by record: 0.00; 65.76; 703.32; 67.52; 46.36; 53.98 kJ/mol